Entry 1:
# C5H28N2O9

A cluster of 9 separate species, C5H28N2O9 in total at a distorted geometry (the ωB97M-V functional and the def2-TZVPD basis, OMol25).

## Properties
energy above the lowest of the compared OMol25 structures with the same formula, charge and spin: 94.07 kcal/mol
E: -27045.967 eV

Atoms and positions in Å:
1 C 4.126 0.370 0.931
2 O 3.668 -0.910 1.459
3 C 4.261 0.242 -0.585
4 C 3.883 1.537 -1.315
5 C 2.351 1.538 -1.634
6 N -0.674 1.683 0.342
7 C 0.323 2.076 -0.287
8 N 1.570 1.426 -0.375
9 H 5.013 0.671 1.503
10 H 3.231 0.947 1.237
11 H 4.197 -1.675 1.231
12 H 3.552 -0.553 -0.875
13 H 5.264 -0.130 -0.820
14 H 4.207 2.488 -0.863
15 H 4.400 1.533 -2.288
16 H 2.177 0.748 -2.358
17 H 2.060 2.555 -1.952
18 H -0.683 0.840 0.920
19 H 0.352 2.913 -1.004
20 H 1.546 0.471 -0.021
21 H -1.709 -0.209 3.003
22 H -0.112 -0.304 3.006
23 O -0.874 0.268 2.853
24 H -2.555 1.455 -1.078
25 H -3.857 1.167 -1.651
26 O -3.005 0.727 -1.535
27 H -2.643 1.463 1.742
28 H -4.315 1.904 1.771
29 O -3.478 1.728 1.332
30 H -2.860 -2.086 2.259
31 H -3.762 -0.923 2.106
32 O -3.129 -1.293 2.752
33 H 1.250 -2.504 3.540
34 H 2.121 -1.432 2.726
35 O 1.233 -1.712 2.999
36 H -1.154 -0.305 -1.306
37 H -0.221 -1.639 -1.435
38 O -0.948 -1.126 -1.791
39 H -1.872 -2.556 -4.221
40 H -1.040 -3.053 -3.035
41 O -1.595 -3.345 -3.761
42 H -3.656 -1.382 -1.372
43 H -4.383 -0.604 -2.443
44 O -4.476 -1.382 -1.886

Entry 2:
# C15H35BBrN3O5Si

A cluster of 2 separate species, C15H35BBrN3O5Si in total (the ωB97M-V functional and the def2-TZVPD basis, OMol25).

## Properties
E: -109429.047 eV

Atoms and positions in Å:
1 C 2.418 3.704 -0.799
2 C 2.345 2.184 -0.694
3 O 1.311 1.638 -1.508
4 Si -0.137 1.156 -0.829
5 C -1.317 0.955 -2.293
6 C -2.255 -0.261 -2.224
7 C -3.295 -0.186 -1.096
8 C -4.588 0.537 -1.509
9 N -5.050 1.487 -0.485
10 C -6.048 0.982 0.410
11 N -7.236 0.662 0.104
12 N -5.574 0.813 1.730
13 C 0.074 -0.550 -0.030
14 C 1.300 -0.788 0.843
15 C 1.526 -2.258 1.157
16 Br 1.180 0.198 2.535
17 B -0.952 2.610 0.364
18 O -1.340 2.394 1.672
19 C -1.266 4.014 -0.286
20 C -2.778 4.283 -0.415
21 H 3.068 4.021 -1.616
22 H 1.427 4.134 -0.949
23 H 2.826 4.125 0.124
24 H 3.288 1.750 -1.039
25 H 2.231 1.888 0.356
26 H -0.711 0.897 -3.204
27 H -1.918 1.869 -2.386
28 H -1.682 -1.189 -2.139
29 H -2.797 -0.344 -3.175
30 H -2.907 0.331 -0.212
31 H -3.536 -1.204 -0.772
32 H -4.413 1.102 -2.429
33 H -5.370 -0.204 -1.719
34 H -5.403 2.327 -0.926
35 H -7.387 0.768 -0.898
36 H -5.612 1.678 2.256
37 H -6.167 0.135 2.195
38 H -0.841 -0.780 0.530
39 H 0.154 -1.280 -0.847
40 H 2.185 -0.399 0.338
41 H 2.352 -2.401 1.852
42 H 1.752 -2.772 0.218
43 H 0.610 -2.694 1.563
44 H -0.642 2.335 2.333
45 H -0.807 4.102 -1.278
46 H -0.819 4.798 0.340
47 H -3.299 4.100 0.526
48 H -2.966 5.313 -0.727
49 H -3.221 3.631 -1.169
50 C 7.539 -3.217 1.168
51 O 7.299 -4.592 1.487
52 C 6.030 -4.972 1.351
53 O 5.119 -4.271 0.995
54 O 5.941 -6.260 1.677
55 C 4.619 -6.803 1.577
56 H 8.602 -3.063 1.325
57 H 7.277 -3.014 0.131
58 H 6.962 -2.567 1.823
59 H 4.252 -6.729 0.556
60 H 3.940 -6.278 2.247
61 H 4.709 -7.844 1.871

Entry 3:
# C4H13NO

A cluster of 2 separate species, C4H13NO in total at a distorted geometry (the ωB97M-V functional and the def2-TZVPD basis, OMol25).

## Properties
energy above the lowest of the compared OMol25 structures with the same formula, charge and spin: 11.87 kcal/mol
E: -7896.146 eV

Atoms and positions in Å:
1 C -1.126 -0.207 0.372
2 C -0.300 -0.774 -0.794
3 C 1.254 -0.646 -0.694
4 C -0.830 -0.221 -2.116
5 N -0.733 -0.711 1.701
6 H -1.029 0.879 0.409
7 H -2.143 -0.565 0.202
8 H -0.486 -1.821 -0.753
9 H 1.603 -1.193 -1.560
10 H 1.528 0.399 -0.750
11 H 1.553 -1.197 0.188
12 H -1.920 -0.351 -2.108
13 H -0.445 -0.786 -2.941
14 H -0.568 0.832 -2.242
15 H -0.134 -1.525 1.664
16 H -0.320 -0.053 2.340
17 H 0.834 1.336 1.499
18 H 0.973 2.820 1.691
19 O 1.416 2.073 1.258